A gas-phase ion, C5H5F3NO2 (charge -1). Source: the OMol25 dataset; level of theory: ωB97M-V/def2-TZVPD.

As for the HOMO energy (spin up / spin down): -2.56 / -4.95 eV. The expectation value of S² is 2.01. Its charge is -1. The calculation puts the LUMO energy (spin up / spin down) at 3.759 / 3.084 eV. For the total energy, the calculation gives -19000.969 eV. As for the spin multiplicity: 3. The HOMO-LUMO gap (spin up / spin down) comes out at 6.324 / 8.035 eV.

Element x y z (Å)
C (1.72, 1.23, 2.11)
C (-0.42, 1.24, -0.30)
C (0.47, -0.98, 0.19)
C (0.96, 0.00, 2.58)
C (0.81, -1.18, 1.82)
N (-0.55, -0.11, -0.26)
O (1.45, 2.31, 2.59)
O (2.46, 0.92, 1.08)
F (-0.37, 0.41, 2.86)
F (1.99, -1.89, 1.64)
F (-0.02, -2.17, 2.34)
H (-1.27, 1.96, -0.61)
H (0.47, 1.67, 0.20)
H (1.46, -0.74, -0.43)
H (0.18, -2.04, -0.23)
H (-1.49, -0.47, -0.52)